(A)
Here is a 2-piece molecular cluster, C6H14N4 overall from the OMol25 dataset. Energies are from ωB97M-V/def2-TZVPD.

```
24
Properties=species:S:1:pos:R:3
N 0.953 -0.047 -0.564
N 1.779 -0.996 -0.164
N 3.732 0.246 0.130
N -0.707 0.117 0.386
C 4.394 1.279 0.033
C 3.057 -0.769 0.402
C -1.408 1.157 -0.309
C -2.888 -0.586 0.302
C -2.898 0.777 -0.387
C -1.487 -1.100 0.196
H 1.554 -1.943 -0.062
H -3.351 -0.662 1.368
H -1.239 -1.837 0.838
H 0.302 -0.471 -1.272
H -1.351 -1.508 -0.915
H 4.047 2.190 0.744
H 3.440 -1.622 1.044
H 5.215 1.309 -0.671
H -3.502 1.527 0.156
H -3.277 0.728 -1.416
H -0.834 1.257 -1.279
H -3.644 -1.279 -0.189
H -0.661 0.076 1.480
H -1.226 2.161 0.148
```

Values from the calculation:
HOMO-LUMO gap, eV: 8.7862
LUMO energy, eV: -9.26
Total charge: +2

(B)
Here is an isolated ion of composition C6H14N4 and charge +2 from the OMol25 dataset. Energies are from ωB97M-V/def2-TZVPD.

```
24
Properties=species:S:1:pos:R:3
N 0.780 0.585 2.794
N 0.220 -0.701 -1.446
N 0.439 -1.341 -0.184
N -2.163 -0.234 -1.489
C -0.391 1.308 2.100
C -0.725 0.299 1.111
C 1.459 -0.372 1.798
C 1.202 -0.868 -2.492
C 0.462 -0.464 0.822
C -0.761 0.222 -1.501
H -0.471 0.898 -2.284
H -1.675 -0.079 1.176
H -2.674 0.438 -1.983
H 0.863 -1.843 -2.874
H -2.463 -1.180 -1.781
H -1.194 1.590 2.841
H 0.340 0.086 3.488
H 2.243 -0.692 -2.171
H 0.072 2.235 1.774
H 2.432 -0.660 1.899
H 0.934 0.020 -3.100
H 1.430 1.299 3.327
H -2.550 -0.129 -0.469
H 1.195 -2.027 -0.004
```

Values from the calculation:
HOMO-LUMO gap (spin up / spin down), eV: 7.8928 / 6.9928
LUMO energy (spin up / spin down), eV: -8.07 / -8.60
Total charge: +2

Relative to the most stable one, in kcal/mol, the structures come out at (A) 0.0; (B) 17.3.